No. 1
ORCA calculation (wB97M-V/def2-TZVPD) on 2 unconnected molecules or ions with the total composition C53H52N5O at a distorted geometry.

Geometry as XYZ:
```
111
C53H52N5O wB97M-V/def2-TZVPD
C -6.31279 2.12787 2.66276
C -6.41772 0.92076 3.58088
N -5.29822 0.00962 3.47060
C -5.56940 -1.30361 4.02056
C -4.53238 -2.33134 3.60363
C -3.13044 -1.79133 3.87946
C -2.93584 -0.46204 3.23029
C -4.04611 0.43144 3.14823
C -3.84198 1.73978 2.61253
C -2.63669 2.04353 2.01990
C -1.55839 1.10073 1.94146
C -0.39931 1.35530 1.18344
C 0.90085 0.95247 1.60953
C 1.86100 1.94666 1.97606
C 3.05519 1.62990 2.59205
C 3.42105 0.25896 2.71517
N 4.65688 -0.06841 3.17965
C 5.68761 0.94729 3.31190
C 5.14456 2.24139 3.89919
C 3.90992 2.73322 3.14960
C 5.14529 -1.42703 3.05516
C 4.05979 -2.43648 3.39659
C 2.82202 -2.20460 2.53057
C 2.50714 -0.75940 2.30775
C 1.29155 -0.40529 1.74865
C -1.71289 -0.09661 2.69576
C -4.93156 2.76493 2.71242
H -6.54462 1.82494 1.63609
H -7.06896 2.85695 2.95823
H -6.52654 1.25527 4.62897
H -7.31924 0.33929 3.35151
H -5.62838 -1.24374 5.12240
H -6.57030 -1.60809 3.68824
H -4.71027 -3.26057 4.15297
H -4.64951 -2.56439 2.53583
H -2.98757 -1.69958 4.96898
H -2.38883 -2.50330 3.50614
H -2.51548 3.05189 1.60672
H -0.43213 2.25587 0.57446
H 1.62781 3.00272 1.81749
H 6.47334 0.52604 3.95077
H 6.14073 1.14932 2.32315
H 4.86974 2.08582 4.94617
H 5.92975 3.00142 3.87254
H 4.22050 3.40870 2.33832
H 3.29999 3.35133 3.82728
H 5.48562 -1.59798 2.01669
H 6.01717 -1.52841 3.71314
H 4.45867 -3.44543 3.25173
H 3.77761 -2.34074 4.45159
H 2.96018 -2.71167 1.56383
H 1.96110 -2.69155 3.00938
H 0.61579 -1.17563 1.36185
H -0.86305 -0.76135 2.81125
H -4.83576 3.49021 1.89701
H -4.82492 3.32897 3.65326
C -2.46464 1.24594 -1.21778
O -1.04953 0.95636 -1.23852
C -0.57554 -0.27574 -1.45247
C -1.56991 -1.37583 -1.51050
C -2.10038 -1.63829 -2.78464
C -2.98345 -2.69158 -2.97386
C -3.41519 -3.43044 -1.86935
C -3.01153 -3.07820 -0.58015
C -2.10556 -2.03776 -0.38041
C 0.64131 -0.41974 -2.18124
N 0.97577 -1.51029 -2.95414
C 0.57926 -2.85872 -2.99854
C 0.58413 -3.45066 -4.26351
C 0.20624 -4.78012 -4.41283
C -0.10658 -5.53637 -3.27264
C -0.08597 -4.94179 -1.99979
C 0.29870 -3.61140 -1.85667
N 1.85966 -1.18231 -3.95000
C 2.03875 0.11495 -3.86804
C 2.96182 0.85605 -4.71876
C 3.64058 2.00322 -4.26570
C 4.56570 2.63590 -5.09146
C 4.85622 2.10362 -6.35261
C 4.17315 0.97550 -6.81250
C 3.22303 0.34829 -6.01334
N 1.28473 0.65131 -2.83209
C 1.03061 2.03960 -2.64069
C 1.23515 2.60159 -1.39099
C 0.89740 3.93923 -1.17050
C 0.37415 4.70390 -2.22196
C 0.23708 4.15504 -3.49507
C 0.57439 2.81289 -3.71408
H -2.53504 2.28305 -0.87827
H -2.85150 1.14169 -2.23450
H -2.98766 0.57197 -0.52293
H -1.81292 -0.96891 -3.60194
H -3.31883 -2.91708 -3.98357
H -4.07621 -4.28633 -2.04068
H -3.39417 -3.63875 0.27481
H -1.78314 -1.72153 0.61500
H 0.86543 -2.84796 -5.12342
H 0.17081 -5.21361 -5.41721
H -0.36380 -6.59580 -3.36968
H -0.37290 -5.52991 -1.12090
H 0.35807 -3.12391 -0.88373
H 3.41031 2.40679 -3.27533
H 5.06580 3.53584 -4.73694
H 5.62022 2.57081 -6.96831
H 4.38804 0.57987 -7.80466
H 2.66293 -0.51139 -6.37659
H 1.63337 1.98821 -0.57656
H 1.02404 4.38294 -0.18418
H 0.08406 5.73808 -2.04130
H -0.13164 4.75642 -4.32774
H 0.46362 2.36130 -4.70635
```

The LUMO energy is -0.1428 hartree. Its spin multiplicity is 1. As for the charge: +1. The value obtained for the HOMO-LUMO gap is 4.141 eV. Its relative energy (zero: lowest compared OMol25 entry of this formula, charge and spin) is 69.9 kJ/mol. Its highest occupied orbital energy is -0.2949 hartree.

---

No. 2
ORCA calculation (wB97M-V/def2-TZVPD) on a molecular structure, C53H54BN9O5Ti at a distorted geometry.

Geometry as XYZ:
```
123
C53H54BN9O5Ti wB97M-V/def2-TZVPD
Ti -0.31694 -0.47315 0.31889
C 1.99374 -0.70678 2.70394
C 2.14682 0.21722 1.54475
C 2.73300 1.48498 1.52838
C 2.72349 1.87171 0.22251
N 2.22162 0.86437 -0.54121
N 1.78904 -0.14089 0.29867
B 2.88173 0.75556 -1.97111
N 3.23671 -0.64469 -2.51497
C 4.09056 -0.80667 -3.55670
C 4.19882 -2.14673 -3.81787
C 3.36647 -2.75778 -2.85633
C 3.13280 -4.21920 -2.66010
N 2.80145 -1.83962 -2.08747
N 2.02551 1.53148 -3.00493
C 2.38530 1.91205 -4.24550
C 1.30296 2.52534 -4.83804
C 0.29169 2.47042 -3.86629
C -1.10718 2.98616 -3.96688
N 0.74186 1.86181 -2.77224
N 4.25163 1.47579 -1.87996
C 4.60017 2.75231 -2.15557
C 5.83543 2.98160 -1.59839
C 6.16921 1.76184 -0.97104
C 7.38592 1.43993 -0.16616
N 5.20782 0.87250 -1.14748
H 2.67547 -0.41311 3.50132
H 0.97087 -0.68386 3.08168
H 2.20980 -1.72950 2.39614
H 3.10189 2.04775 2.36981
H 3.09582 2.77304 -0.23245
H 4.57686 0.03638 -4.02004
H 4.80233 -2.63008 -4.56923
H 3.95855 -4.66679 -2.09924
H 2.20518 -4.38069 -2.11706
H 3.06576 -4.72383 -3.62464
H 3.37610 1.72424 -4.62375
H 1.25206 2.94939 -5.82722
H -1.32066 3.28205 -4.99296
H -1.81646 2.21504 -3.66381
H -1.24881 3.85255 -3.31632
H 3.95993 3.40212 -2.73141
H 6.41854 3.88768 -1.62894
H 8.24827 2.00832 -0.51504
H 7.21644 1.68366 0.88496
H 7.61193 0.37672 -0.23310
O -0.76677 -1.57049 1.70822
C -1.79245 -2.49571 1.75588
C -2.75404 -2.35911 0.53096
C -3.18457 -0.95304 0.21071
C -4.52260 -0.63864 0.07311
C -4.91755 0.65353 -0.23823
C -3.92910 1.61219 -0.37993
C -2.60394 1.25458 -0.24830
C -1.51106 2.28276 -0.24996
C -0.91977 2.26826 1.18815
O -0.23233 1.09089 1.37132
C -2.12263 2.37444 2.15527
C -2.48595 1.27205 2.91900
C -3.63032 1.30462 3.70406
C -4.41326 2.44925 3.74361
C -4.03945 3.56377 3.00216
C -2.89973 3.52784 2.21373
C 0.00750 3.45417 1.48522
C 0.34998 3.69820 2.81192
C 1.17225 4.76218 3.14615
C 1.66560 5.59455 2.14850
C 1.35171 5.33764 0.82478
C 0.52887 4.26701 0.48909
N -2.22052 -0.01500 0.03352
C -2.50586 -2.38345 3.10873
C -3.85520 -2.66122 3.31218
C -4.40430 -2.64418 4.58793
C -3.62226 -2.32578 5.68613
C -2.28524 -2.00122 5.49057
C -1.73782 -2.03851 4.22019
C -1.22301 -3.93134 1.64652
C 0.09763 -4.12032 1.25449
C 0.60602 -5.40189 1.10008
C -0.20816 -6.50629 1.29518
C -1.53348 -6.32420 1.66166
C -2.03315 -5.04483 1.84788
H -2.21848 -2.78537 -0.31381
H -3.63352 -2.98295 0.67977
H -5.26438 -1.41463 0.21425
H -5.96436 0.90781 -0.33082
H -4.18356 2.64511 -0.57441
H -0.72093 2.00696 -0.95247
H -1.91711 3.26406 -0.49778
H -1.85816 0.39150 2.87068
H -3.91583 0.42380 4.26937
H -5.30615 2.48136 4.35647
H -4.65064 4.45860 3.03141
H -2.61433 4.39963 1.63417
H -0.02721 3.02982 3.57624
H 1.41898 4.94718 4.18468
H 2.29391 6.43943 2.40340
H 1.74288 5.98234 0.04618
H 0.31695 4.06115 -0.55423
H -4.50311 -2.89071 2.47602
H -5.45505 -2.87399 4.72050
H -4.05000 -2.32731 6.68092
H -1.67139 -1.71669 6.33651
H -0.69472 -1.79604 4.06804
H 0.71173 -3.25414 1.05132
H 1.63964 -5.53860 0.80876
H 0.17862 -7.50844 1.15518
H -2.18100 -7.18313 1.79267
H -3.06591 -4.91473 2.14929
C -2.75280 -1.87686 -3.78046
C -1.37480 -1.37957 -3.37538
C -0.33387 -1.60004 -4.47308
O -1.50209 -0.01225 -3.06087
C -0.87717 -2.21514 -2.13870
O -1.00788 -3.42905 -2.18874
O -0.31932 -1.56266 -1.17967
H -3.03481 -1.45166 -4.74614
H -3.48774 -1.56626 -3.03507
H -2.73836 -2.96251 -3.84337
H -0.62363 -1.05696 -5.37576
H -0.24755 -2.66390 -4.69309
H 0.64282 -1.23524 -4.13999
H -0.62418 0.36673 -2.90015
```

The LUMO energy (spin up / spin down) is 0.0881 / 0.0881 hartree. Its spin multiplicity is 2. As for the charge: -1. The value obtained for the HOMO-LUMO gap (spin up / spin down) is 6.115 / 8.239 eV. Its relative energy (zero: lowest compared OMol25 entry of this formula, charge and spin) is 192.0 kJ/mol. Its highest occupied orbital energy (spin up / spin down) is -0.1366 / -0.2147 hartree.

---

No. 3
ORCA calculation (wB97M-V/def2-TZVPD) on a molecular structure, C53H54ClHfN6O4 at a distorted geometry.

Geometry as XYZ:
```
119
C53H54ClHfN6O4 wB97M-V/def2-TZVPD
Hf -0.67125 -0.13820 -0.62882
C 3.12317 -0.45067 -4.72852
C 2.33436 -1.05512 -3.62410
C 3.28300 -1.77004 -2.66603
C 1.18530 -1.95181 -3.97045
C 1.30494 -2.93275 -4.90869
C 0.23103 -3.86440 -5.24121
C -0.74456 -4.32886 -4.46273
C -0.82409 -4.06004 -3.08841
C -0.91620 -5.16525 -1.98890
C 0.47298 -5.33394 -1.48094
C -1.53230 -6.48843 -2.57381
C -0.16382 -1.69731 -3.36937
N -0.29310 -0.39790 -2.75982
C -0.28119 0.59597 -3.64960
O -0.01101 0.51758 -4.82435
C -0.87940 1.87367 -3.07025
C -1.40814 2.87043 -3.90612
C -2.18591 3.79604 -3.33357
C -2.47774 3.75444 -1.96862
C -2.02344 2.64938 -1.24210
N -1.25064 1.74046 -1.83417
C -2.03978 2.58313 0.32275
O -2.46284 3.51254 1.00017
N -1.41350 1.47985 0.70196
C -0.75454 1.62578 1.96748
C 0.72071 1.63306 1.77393
C 1.75476 1.67602 2.87125
C 1.12569 2.03491 4.11933
C -0.21696 1.99740 4.29717
C -1.20979 1.76252 3.24637
C -2.67589 1.74538 3.60131
C -3.11776 3.09180 4.20254
C -2.95069 0.60195 4.61040
C 2.19451 2.35242 0.37818
C 3.70369 1.97460 0.18250
C 1.71437 3.23408 -0.78686
H 3.90963 0.21799 -4.34375
H 3.67763 -1.37368 -5.04815
H 2.47460 -0.01234 -5.50901
H 1.90612 -0.20336 -3.05986
H 3.88505 -2.45756 -3.29447
H 4.06050 -1.17549 -2.15946
H 2.81244 -2.36379 -1.87982
H 2.14991 -3.04805 -5.49626
H 0.47567 -4.19316 -6.26765
H -1.44817 -5.07449 -4.92636
H -1.62052 -4.80851 -1.21817
H 1.14953 -5.57401 -2.33608
H 0.96187 -4.41684 -0.98931
H 0.43385 -6.18059 -0.77295
H -0.86708 -6.92623 -3.41212
H -1.57093 -7.28789 -1.84594
H -2.55926 -6.41250 -2.82988
H -1.09138 2.96998 -4.96844
H -2.62656 4.63294 -3.99160
H -3.10245 4.42472 -1.38233
H 2.62668 0.98387 2.98164
H 1.72079 2.21282 4.99608
H -0.55438 2.20895 5.29922
H -3.29019 1.62153 2.70984
H -2.49152 3.26932 5.04897
H -3.08072 3.77999 3.31362
H -4.12253 2.93301 4.62980
H -2.25203 0.77481 5.45815
H -4.04077 0.71058 4.90832
H -2.68877 -0.47801 4.30252
H 1.76804 0.22896 0.50773
H 4.31768 2.85497 0.27290
H 4.02642 1.17603 0.83071
H 3.95618 1.50904 -0.84462
H 2.53090 3.89279 -1.09847
H 1.65447 2.44651 -1.58676
H 0.82484 3.75068 -0.60394
O -2.64695 -0.51806 -0.86204
C -3.73885 -0.37855 -0.10820
C -4.87007 0.35044 -0.48620
C -5.92733 0.41375 0.41098
C -5.96114 -0.25094 1.58334
C -4.80410 -0.91971 2.06779
C -3.69729 -0.90689 1.23422
C -2.47385 -1.49613 1.74509
N -1.34486 -1.49944 1.16970
N -0.42159 -2.27679 1.78883
C 0.64669 -2.26776 1.07481
O 0.81131 -1.50405 -0.00213
C 1.86062 -3.04039 1.42788
C 3.05971 -2.40595 1.12021
C 4.19948 -3.05860 1.53253
C 4.12404 -4.19364 2.33086
C 2.92349 -4.89955 2.55256
C 1.75214 -4.26766 2.13073
H -5.06017 0.73605 -1.49979
H -6.71483 1.11074 0.09408
H -6.87560 -0.25784 2.18992
H -4.72321 -1.30536 3.05495
H -2.49115 -2.08813 2.70944
H 3.08600 -1.47249 0.55327
H 5.09998 -2.59688 1.29666
H 5.07665 -4.63625 2.60884
H 2.93824 -5.95952 2.96028
H 0.78973 -4.71735 2.33817
Cl 4.27471 -0.35776 3.31162
C -0.48743 -2.90361 -2.55865
H -0.24188 -2.92198 -1.50787
H -0.83671 -1.64516 -4.18836
N 1.26850 1.11476 0.46105
C 1.70526 2.78550 1.77665
C 1.54812 4.24056 2.13906
C 0.40397 4.74861 2.77418
C 0.24357 6.08522 3.10795
C 1.26013 6.94842 2.78464
C 2.44784 6.48956 2.14434
C 2.54454 5.12642 1.84298
H -0.49228 4.14714 2.77760
H -0.75132 6.47464 3.38191
H 1.23952 7.98659 3.04807
H 3.22750 7.14933 1.74916
H 3.46933 4.75708 1.37687
```

The LUMO energy is 0.0652 hartree. Its spin multiplicity is 1. As for the charge: -1. The value obtained for the HOMO-LUMO gap is 6.558 eV. Its relative energy (zero: lowest compared OMol25 entry of this formula, charge and spin) is 267.1 kJ/mol. Its highest occupied orbital energy is -0.1758 hartree.

---

No. 4
ORCA calculation (wB97M-V/def2-TZVPD) on a molecular structure, C53H55Cl3GeN8O5SW at a distorted geometry.

Geometry as XYZ:
```
127
C53H55Cl3GeN8O5SW wB97M-V/def2-TZVPD
W -0.06811 -0.16805 0.05417
C 1.96219 -1.26814 3.66314
C 1.79711 -1.28091 2.17422
O 0.65088 -0.81118 1.75258
C 2.75253 -1.72547 1.31573
C 2.62882 -1.77250 -0.10220
C 3.77017 -2.39115 -0.85985
N 1.56894 -1.33731 -0.74720
N 1.58805 -1.57288 -2.12589
C 0.46336 -1.15924 -2.63309
O -0.45834 -0.62552 -1.91175
C 0.18343 -1.30945 -4.08362
C 1.00280 -2.09005 -4.89619
C 0.70935 -2.23870 -6.24263
C -0.40383 -1.61039 -6.78799
C -1.21963 -0.83461 -5.98003
C -0.92742 -0.68076 -4.63259
H 0.99218 -1.40007 4.14116
H 2.39561 -0.31967 3.99473
H 2.62055 -2.07091 3.99486
H 3.66726 -2.11915 1.73666
H 4.38556 -2.98211 -0.18408
H 4.40392 -1.61924 -1.30506
H 3.40660 -3.01552 -1.67229
H 1.85404 -2.58409 -4.45202
H 1.34310 -2.85583 -6.86424
H -0.64001 -1.73865 -7.83678
H -2.10722 -0.37076 -6.39376
H -1.56554 -0.09211 -3.98682
N -0.62389 1.57273 1.45065
C 0.36478 1.83618 2.50422
C 0.00320 2.99360 3.44549
C -0.35895 4.35246 2.81569
C 0.75231 5.39667 2.91757
N 1.96131 4.97265 2.21663
C 2.12336 5.03035 0.89475
N 1.29607 5.75396 0.10838
N 3.15269 4.36306 0.32379
C 1.75147 1.90587 1.83412
O 2.68450 2.48377 2.45748
O 1.83983 1.44737 0.67680
H -0.68061 2.35212 0.80138
H -1.55293 1.37548 1.81357
H 0.39548 0.93716 3.12070
H 0.82861 3.11557 4.15102
H -0.84642 2.65524 4.04232
H -1.24243 4.75955 3.31321
H -0.65008 4.23565 1.76610
H 1.03936 5.53830 3.95985
H 0.43338 6.37868 2.56252
H 2.45118 4.16057 2.64805
H 0.63885 6.39279 0.51617
H 1.54639 5.91846 -0.85015
H 3.50770 3.58161 0.88236
H 3.02729 4.12515 -0.65291
C -1.97081 -0.54474 0.29366
Ge -2.17185 -2.43445 0.15235
C -2.38694 -3.17936 -1.64353
C -2.20381 -4.53853 -1.89392
C -2.52737 -5.09248 -3.12504
C -3.06365 -4.29427 -4.12505
C -3.27138 -2.94402 -3.88423
C -2.93008 -2.39404 -2.65645
C -0.83357 -3.52219 1.10203
C 0.21345 -4.14554 0.42376
C 1.17809 -4.87873 1.10315
C 1.11786 -4.99439 2.48386
C 0.09057 -4.36902 3.17826
C -0.87196 -3.64251 2.49052
C -3.90232 -2.90133 1.00831
C -4.14332 -4.07050 1.72481
C -5.40935 -4.36744 2.21603
C -6.46449 -3.49535 1.99324
C -6.24478 -2.32531 1.27825
C -4.97544 -2.03596 0.79688
H -2.35149 -0.22346 1.28163
H -1.80764 -5.18501 -1.11955
H -2.36824 -6.14946 -3.29860
H -3.32198 -4.72241 -5.08550
H -3.69312 -2.31560 -4.65920
H -3.08646 -1.33656 -2.47462
H 0.29105 -4.04488 -0.65465
H 1.98144 -5.35291 0.55189
H 1.86723 -5.56588 3.01744
H 0.03632 -4.45035 4.25750
H -1.66747 -3.16336 3.05194
H -3.33657 -4.77211 1.90479
H -5.57072 -5.28392 2.77103
H -7.45202 -3.72659 2.37281
H -7.06385 -1.63968 1.09622
H -4.81120 -1.11459 0.24717
Cl -3.12043 3.77040 -7.64525
C -1.54162 3.55600 -6.95687
C -1.14601 2.30252 -6.52240
C 0.11565 2.13874 -5.97714
C 0.98985 3.21432 -5.85868
C 2.33707 3.02911 -5.20480
C 2.34503 3.51821 -3.75243
N 1.23874 3.03423 -2.94421
C -0.01798 3.59737 -2.84136
C -0.68585 2.86054 -1.90601
N 0.13503 1.86798 -1.43242
C 1.27509 1.99793 -2.07012
O 2.70725 1.67109 -5.22990
C 4.09945 1.51978 -5.51151
C 4.51596 0.09754 -5.36769
C 4.79487 -0.74390 -6.40179
Cl 4.66539 -0.39220 -8.07888
S 5.33873 -2.28119 -5.88595
C 5.16993 -1.82763 -4.24356
C 4.72935 -0.55135 -4.11513
C 0.55382 4.45761 -6.30149
Cl 1.58830 5.86171 -6.15091
C -0.70034 4.65044 -6.85594
H -1.81616 1.45991 -6.60775
H 0.42892 1.16046 -5.63760
H 3.07814 3.63780 -5.73751
H 2.33863 4.60932 -3.72292
H 3.27381 3.17634 -3.29026
H -0.32244 4.42225 -3.46227
H -1.70968 2.94597 -1.58107
H 2.14189 1.36907 -1.93312
H 4.67696 2.13268 -4.80739
H 4.30647 1.88244 -6.52349
H 5.38775 -2.53180 -3.45832
H 4.53531 -0.08397 -3.16114
H -1.00744 5.62658 -7.20045
```

The LUMO energy (spin up / spin down) is -0.0187 / -0.0187 hartree. Its spin multiplicity is 1. As for the charge: 0. The value obtained for the HOMO-LUMO gap (spin up / spin down) is 4.082 / 4.347 eV. Its relative energy (zero: lowest compared OMol25 entry of this formula, charge and spin) is 155.4 kJ/mol. Its highest occupied orbital energy (spin up / spin down) is -0.1687 / -0.1785 hartree.